1.
# ClH2O2P

An isolated molecule of ClH2O2P (wB97M-V/def2-TZVPD, the Open Molecules 2025 dataset).

For the HOMO energy, the calculation gives -9.9 eV. The calculation puts the frontier orbital gap at 10.103 eV. The LUMO energy comes out at 0.16 eV.

```
6
ClH2O2P, DFT wB97M-V/def2-TZVPD
O 0.4163 0.6338 -0.4965
P -1.3304 -0.5999 -0.6954
O -1.0897 -1.6368 0.4929
Cl -2.4878 0.6414 0.2153
H 0.2194 1.4134 -1.1297
H -0.1623 -1.7158 0.8280
```

2.
# ClH2O2P

A 2-piece molecular cluster, ClH2O2P overall (wB97M-V/def2-TZVPD, the Open Molecules 2025 dataset).

For the HOMO energy, the calculation gives -11.2 eV. The calculation puts the frontier orbital gap at 9.884 eV. The LUMO energy comes out at -1.35 eV.

```
6
ClH2O2P, DFT wB97M-V/def2-TZVPD
O -3.1255 1.2593 1.0027
P -3.8230 0.7909 -0.1712
Cl -3.6095 -1.2613 -0.2405
O -0.4741 -0.2055 -0.3610
H -1.0596 0.4450 -0.0834
H -0.6810 -1.0102 0.2200
```

Most stable structure, least stable structure: 2, 1.

1.
# C4H7NOS2

An isolated molecule of C4H7NOS2 (wB97M-V/def2-TZVPD, the Open Molecules 2025 dataset).

For the HOMO energy, the calculation gives -8.7 eV. The calculation puts the frontier orbital gap at 9.409 eV. The LUMO energy comes out at 0.68 eV.

```
15
C4H7NOS2, DFT wB97M-V/def2-TZVPD
C -0.2268 1.3840 -0.2943
C -1.4641 0.9625 -0.6397
C -0.8199 -0.3898 1.4182
C 2.0636 -0.6685 -0.7994
N 0.3268 0.7174 0.8444
O -2.3305 -1.5873 -0.2791
S 1.8928 0.1348 0.9351
S -2.3675 -0.2764 0.4167
H 0.4842 1.9001 -0.8452
H -2.1826 1.3898 -1.3053
H -0.5719 -1.3960 1.1648
H -0.8680 -0.0946 2.5046
H 1.4558 -1.5011 -0.8955
H 3.0919 -0.8230 -0.9154
H 1.5162 0.2479 -1.3098
```

2.
# C4H7NOS2

An isolated molecule of C4H7NOS2 (wB97M-V/def2-TZVPD, the Open Molecules 2025 dataset).

For the HOMO energy, the calculation gives -8.9 eV. The calculation puts the frontier orbital gap at 8.101 eV. The LUMO energy comes out at -0.85 eV.

```
15
C4H7NOS2, DFT wB97M-V/def2-TZVPD
C 3.6228 0.1314 -0.5786
C 2.8182 -0.0739 0.7063
O 1.4007 -0.0725 0.5042
N 0.9453 -1.1120 -0.2184
C -0.2972 -1.1170 -0.3792
C -1.3353 -0.1025 -0.0803
S -2.8428 -0.6756 0.1266
S -1.1367 1.6412 -0.0966
H 4.7329 0.2526 -0.3373
H 3.2492 1.0062 -1.1151
H 3.4592 -0.7666 -1.1908
H 3.1474 -0.9761 1.2631
H 2.9419 0.7725 1.3484
H -0.7393 -2.0519 -0.7425
H 0.2067 1.6501 -0.2194
```

Most stable structure, least stable structure: 2, 1.

1.
# C4H7NOS2

An isolated molecule of C4H7NOS2 (wB97M-V/def2-TZVPD, the Open Molecules 2025 dataset).

For the HOMO energy, the calculation gives -8.9 eV. The calculation puts the frontier orbital gap at 9.446 eV. The LUMO energy comes out at 0.53 eV.

```
15
C4H7NOS2, DFT wB97M-V/def2-TZVPD
S 2.9469 0.2843 -0.6331
C 1.2316 -0.5283 -0.5344
C 0.2491 -0.1239 0.5783
C -1.0761 -0.8899 0.5473
S -2.2106 -0.3501 -0.7474
C -1.7881 1.3218 -0.6816
N -0.7961 1.9128 -0.0900
O 0.0957 1.2306 0.6863
H 3.3089 0.2379 0.6508
H 0.7664 -0.4376 -1.5491
H 1.3462 -1.6083 -0.4256
H 0.7206 -0.3487 1.5537
H -1.5355 -0.8107 1.6038
H -0.9744 -1.9620 0.3426
H -2.2845 2.0721 -1.3017
```

2.
# C4H7NOS2

C4H7NOS2 as an isolated structure (wB97M-V/def2-TZVPD, the Open Molecules 2025 dataset).

For the HOMO energy, the calculation gives -8.7 eV. The calculation puts the frontier orbital gap at 8.408 eV. The LUMO energy comes out at -0.34 eV.

```
15
C4H7NOS2, DFT wB97M-V/def2-TZVPD
C -1.6700 0.2792 -1.2183
C -0.5184 -0.6787 -0.9109
C 0.6893 -0.2460 -0.3012
C 1.4315 -0.9787 0.7662
H -2.2951 2.4629 0.2195
H -2.2785 0.0765 -0.2729
H -2.4388 -0.1251 -1.9748
H -0.8023 -1.7898 -0.6713
H 0.9687 0.8144 -0.3228
H 1.8509 -1.9684 0.4724
H 1.9649 0.8113 3.2787
N 1.6578 -0.6480 2.0270
O 1.8712 0.6591 2.2581
S -1.3140 2.0493 -1.2123
S 0.8827 -0.7180 -2.1374
```

3.
# C4H7NOS2

An isolated molecule of C4H7NOS2 (wB97M-V/def2-TZVPD, the Open Molecules 2025 dataset).

For the HOMO energy, the calculation gives -8.7 eV. The calculation puts the frontier orbital gap at 9.074 eV. The LUMO energy comes out at 0.41 eV.

```
15
C4H7NOS2, DFT wB97M-V/def2-TZVPD
C 1.6541 -0.7119 0.7660
C 1.2434 0.3792 -0.2653
O 0.4083 1.3886 0.3379
N -0.7424 0.8128 0.8419
C -1.6729 0.2086 0.0942
S -3.1603 -0.1323 0.6377
C -1.3297 -0.0243 -1.3346
S 0.4400 -0.4249 -1.7300
H 2.3909 -1.4046 0.3592
H 0.7758 -1.1783 1.1871
H 2.1536 -0.2343 1.6420
H 2.1713 0.8328 -0.6925
H -0.7512 0.5845 1.8064
H -1.6415 0.7963 -2.0388
H -1.9393 -0.8924 -1.6113
```

Most stable structure, least stable structure: 3, 2.

1.
# C3H10N4O

An isolated molecule of C3H10N4O (wB97M-V/def2-TZVPD, the Open Molecules 2025 dataset).

For the HOMO energy, the calculation gives -8.4 eV. The calculation puts the frontier orbital gap at 9.116 eV. The LUMO energy comes out at 0.75 eV.

```
18
C3H10N4O, DFT wB97M-V/def2-TZVPD
H 0.9494 1.7625 1.9144
N 0.7457 2.3522 1.1163
C 0.1089 1.8061 0.1734
N -0.1037 2.4529 -1.0068
N -0.6307 0.2157 0.1839
O -1.2726 -0.0283 -1.0590
C 0.3996 -0.6845 0.3877
C -0.6254 -2.1737 0.8051
N 1.2805 -0.9166 -0.6768
H -0.4209 1.9092 -1.7925
H 0.2332 3.4038 -1.0678
H -2.2045 0.1529 -0.8801
H 0.9226 -0.4619 1.3156
H -1.0607 -2.5000 -0.1338
H 0.1044 -2.8827 1.1824
H -1.3791 -1.9329 1.5458
H 0.8292 -1.0594 -1.5696
H 2.1240 -1.4151 -0.4383
```

2.
# C3H10N4O

C3H10N4O as an isolated structure (wB97M-V/def2-TZVPD, the Open Molecules 2025 dataset).

For the HOMO energy, the calculation gives -8.6 eV. The calculation puts the frontier orbital gap at 8.928 eV. The LUMO energy comes out at 0.31 eV.

```
18
C3H10N4O, DFT wB97M-V/def2-TZVPD
C 1.7151 1.4447 0.7278
N 1.6531 0.3325 -0.1976
C 0.8112 -0.7337 0.2068
O 1.3143 0.7809 -1.4922
N 0.7828 -1.8409 -0.6377
H 0.3928 1.1068 -1.4637
H 1.0456 -1.5661 -1.5800
H 0.9926 -0.9914 1.2505
H 2.4186 2.1766 0.3366
H 2.0904 1.0826 1.6835
H 0.7312 1.9193 0.8738
N -2.8140 0.3490 0.2576
C -2.0338 -0.6895 -0.1381
N -2.0001 -1.7855 -0.5854
H -2.6162 0.7227 1.1742
H -3.8028 0.2259 0.0933
H -0.2092 -2.1889 -0.7229
H -0.4717 -0.3451 0.2135
```

Most stable structure, least stable structure: 1, 2.

1.
# C5H5Cl

An isolated molecule of C5H5Cl (wB97M-V/def2-TZVPD, the Open Molecules 2025 dataset).

For the HOMO energy, the calculation gives -10.1 eV. The calculation puts the frontier orbital gap at 11.069 eV. The LUMO energy comes out at 0.96 eV.

```
11
C5H5Cl, DFT wB97M-V/def2-TZVPD
C 1.3996 -2.0642 0.0030
C 1.0504 -0.9332 0.1496
C 0.5876 0.4942 0.2619
Cl 1.9437 1.5946 -0.3347
C -0.6261 0.7935 -0.4722
C -1.7837 0.3415 0.0244
H 1.9909 -2.9019 0.0383
H 0.6500 0.7182 1.3034
H -0.5825 1.3361 -1.4106
H -2.6252 0.7681 -0.4483
H -2.0045 -0.1469 0.8853
```

2.
# C5H5Cl

An isolated molecule of C5H5Cl (wB97M-V/def2-TZVPD, the Open Molecules 2025 dataset).

For the HOMO energy, the calculation gives -9.4 eV. The calculation puts the frontier orbital gap at 10.344 eV. The LUMO energy comes out at 0.92 eV.

```
11
C5H5Cl, DFT wB97M-V/def2-TZVPD
C -2.1107 -1.4293 0.1569
C -1.1659 -0.6892 -0.1138
C -0.2400 0.2606 -0.4332
C 0.6396 1.0169 0.5867
C 1.2406 0.1112 -0.3468
Cl 1.9318 -1.4526 0.0638
H -2.9383 -2.0246 0.3463
H -0.6271 0.8998 -1.2367
H 0.5050 0.6625 1.6092
H 0.9111 2.0653 0.5067
H 1.8539 0.5794 -1.1391
```

Most stable structure, least stable structure: 2, 1.

1.
# C9H22N3

An isolated ion of composition C9H22N3 and charge +1 (wB97M-V/def2-TZVPD, the Open Molecules 2025 dataset).

For the HOMO energy, the calculation gives -12.9 eV. The calculation puts the frontier orbital gap at 10.533 eV. The LUMO energy comes out at -2.36 eV. Its net charge is +1.

```
34
C9H22N3, DFT wB97M-V/def2-TZVPD
C 2.9107 1.9202 0.3447
C 2.2716 0.8098 0.7500
C 1.4944 -0.1297 -0.0611
N 1.5102 -1.3745 0.5713
N 1.1423 -2.4691 -0.3518
C -0.2543 0.4846 -0.0027
C -0.1861 1.7624 -0.7351
C -0.7477 0.6501 1.4783
C -2.1987 0.9842 1.8488
N -1.2191 -0.3920 -0.7641
C -0.9580 -0.6095 -2.2463
C -1.4478 -1.7421 -0.2416
H 3.3493 2.5597 1.1127
H 2.8915 2.1645 -0.7140
H 2.1911 0.5212 1.7886
H 1.8156 -0.0016 -1.1575
H 2.4341 -1.5284 0.8930
H 1.2574 -3.4329 0.0861
H 1.8106 -2.6686 -1.1203
H 0.3132 2.5302 -0.2087
H -1.2008 2.1654 -0.9326
H 0.4785 1.6144 -1.7036
H -0.1935 1.3465 2.2511
H -0.3102 -0.3209 2.0583
H -3.0037 0.2191 1.6612
H -2.3154 1.1659 2.9061
H -2.4182 1.9256 1.4046
H -2.1491 0.0986 -0.6186
H -0.0755 -1.1903 -2.4952
H -1.8353 -1.1399 -2.6467
H -0.9572 0.3854 -2.8253
H -0.3909 -2.2925 -0.1693
H -1.8814 -1.5444 0.7693
H -2.1275 -2.4716 -0.9293
```

2.
# C9H22N3

A 2-piece molecular cluster, C9H22N3 overall (wB97M-V/def2-TZVPD, the Open Molecules 2025 dataset).

For the HOMO energy, the calculation gives -12.6 eV. The calculation puts the frontier orbital gap at 10.247 eV. The LUMO energy comes out at -2.37 eV. Its net charge is +1.

```
34
C9H22N3, DFT wB97M-V/def2-TZVPD
C 0.3698 -0.8207 -3.6079
C -1.0838 -0.3839 -3.1764
C 1.3095 0.0138 -2.7219
C -0.7825 0.3816 -1.8590
C -1.7775 1.4459 -1.5218
C 1.5070 0.8830 3.2409
C 0.3176 -1.7502 2.3843
C -1.1161 0.2067 2.5315
C 1.0473 0.6613 1.8088
N 0.5531 0.3704 -1.5284
N -0.2796 -0.6254 -0.9446
N 0.0059 -0.4237 1.7917
H 0.2750 -1.9213 -3.5326
H 0.6743 -0.7319 -4.5899
H -1.4210 0.3487 -3.8766
H -1.6912 -1.1968 -3.1441
H 2.1762 -0.4373 -2.5461
H 1.6321 0.8988 -3.1352
H -1.5694 1.9989 -0.5870
H -2.7782 0.9595 -1.1621
H -1.8135 2.0267 -2.3328
H 1.9210 1.9573 3.4350
H 0.8801 0.7631 4.0676
H 2.3056 0.1268 3.5128
H -0.3893 -2.5790 2.1025
H 1.4409 -1.9062 2.1163
H 0.1542 -1.5879 3.3917
H -1.0913 1.3821 2.3375
H -2.1499 -0.1099 2.0587
H -1.1459 0.1189 3.5398
H 1.8290 0.3058 1.0044
H 0.6950 1.6325 1.5250
H 0.0073 -1.5015 -1.3311
H -0.0116 -0.5062 0.7490
```

Most stable structure, least stable structure: 2, 1.